Model a:
The following is a quantum chemistry calculation of a single C3H6N4O molecule, from OMol25.

Each line ends with the Löwdin charge.
Geometry (Å):
H -1.8090 -1.9860 2.0002  0.11
N -1.1255 -2.1402 1.1101  0.08
C -0.3167 -1.1713 0.6711  -0.50
C -0.3819 0.1542 1.0787  -0.28
O -0.8516 1.0539 0.1746  0.01
C 0.1018 1.3722 -0.8468  -0.45
N 0.2059 2.4633 -1.3622  0.17
H 1.0743 2.5178 -1.9909  0.11
N 1.0666 0.2131 -1.0566  0.07
N 0.4450 -1.0822 -0.4461  0.01
H -0.9782 0.3689 2.0010  0.15
H 0.6087 0.4040 1.4767  0.14
H 1.0614 -0.1536 -2.2192  0.22
H 0.8991 -2.0141 -0.5904  0.16

The calculation puts the HOMO energy at -8.912 eV. The value obtained for the frontier orbital gap is 9.33 eV. As for the structure (SMILES): [H]/N=C1\CO/C(=N/[H])NN1. The LUMO energy is 0.41 eV.

---

Model b:
The following is a quantum chemistry calculation of a 2-piece molecular cluster, C3H6N4O overall, from OMol25.

Each line ends with the Löwdin charge.
Geometry (Å):
C -1.2047 -0.6576 -1.0152  -0.23
C -0.3167 -0.2197 -0.0602  -0.58
C 0.7313 1.4595 0.9021  -0.55
H -1.4063 -2.6949 -0.9217  0.07
H 0.2615 -2.1279 -1.3325  0.17
H -2.2523 -0.7243 -0.5988  0.15
H -0.7779 0.1037 -1.9842  0.22
H 1.7600 0.1280 2.3870  0.31
H 1.5584 3.3518 1.7789  0.15
N -0.9480 -2.0349 -1.6351  -0.05
N 0.6364 -0.8142 0.4291  0.13
N 1.5063 0.3612 0.9448  0.07
N 0.7986 2.7575 1.0691  0.09
O -0.3465 1.1118 0.0369  0.06

The calculation puts the HOMO energy at -9.455 eV. The value obtained for the frontier orbital gap is 8.90 eV. The LUMO energy is -0.55 eV.

---

Model c:
The following is a quantum chemistry calculation of a 2-piece molecular cluster, C3H6N4O overall, from OMol25.

Each line ends with the Löwdin charge.
Geometry (Å):
C -0.1242 -1.4405 1.3996  -0.01
C -0.1805 0.9103 1.0122  -0.30
C -0.6378 0.9822 -1.1700  -0.35
H 0.4015 -2.3637 1.0868  0.05
H 0.1163 -0.8707 2.4454  0.07
H -1.6436 -1.4591 1.5858  0.20
H -0.1799 0.9383 2.2012  0.15
H -0.2700 0.8665 -2.8695  0.08
H 1.8727 -0.6013 -2.1149  0.20
N 0.5288 -0.1247 0.5687  -0.16
N -0.8453 1.7557 0.1983  0.13
N -0.8556 1.5345 -2.2693  0.15
N 0.2272 -0.2614 -0.7902  -0.09
O 1.5904 0.1339 -1.2840  -0.13

The calculation puts the HOMO energy at -9.609 eV. The value obtained for the frontier orbital gap is 9.82 eV. The LUMO energy is 0.21 eV.

---

Model d:
The following is a quantum chemistry calculation of a single C3H6N4O molecule, from OMol25.

Each line ends with the Löwdin charge.
Geometry (Å):
N -0.2142 2.2341 -0.9538  -0.03
C -0.7695 1.5123 0.1829  -0.23
C -0.2145 0.1022 0.2036  -0.36
N 0.7264 -0.3592 -0.5795  0.18
C 0.9174 -1.6086 -0.1370  -0.53
O 1.7470 -2.4128 -0.7681  0.09
N 0.1878 -1.9470 0.9079  0.10
N -0.5921 -0.8220 1.0708  0.04
H -0.6403 1.8377 -1.8387  0.10
H 0.8311 2.0642 -0.9380  0.09
H -1.8816 1.5511 0.2402  0.12
H -0.4424 1.9886 1.1477  0.12
H 1.7256 -3.2827 -0.2852  0.14
H -1.3806 -0.8579 1.7472  0.18

The calculation puts the HOMO energy at -9.269 eV. The value obtained for the frontier orbital gap is 10.06 eV. As for the structure (SMILES): NCc1nc(O)n[nH]1. The LUMO energy is 0.80 eV.

---

Energies relative to the most stable structure are model a 4.444; model b 6.288; model c 7.618; model d 0.000, reported in eV.

---

Model a:
The following is a quantum chemistry calculation of a single C3H6N4O molecule, from OMol25.

Each line ends with the Löwdin charge.
Geometry (Å):
H 0.3160 2.0471 -0.2430  0.07
N -0.7297 2.1093 -0.2362  0.16
C -1.1430 0.9577 0.0238  -0.34
C -2.3566 0.1454 0.0459  -0.07
N -2.1205 -1.0978 -0.1715  0.06
N -0.7999 -1.2353 -0.3726  -0.03
N -0.1678 -0.1374 0.1947  -0.12
O 0.9741 0.0863 -0.5839  -0.18
C 2.1829 -0.2385 0.0987  -0.10
H -3.3475 0.4830 0.1472  0.09
H -0.3681 -2.0087 0.1752  0.16
H 2.8803 0.7001 0.3834  0.12
H 2.8038 -1.0287 -0.5010  0.10
H 1.8759 -0.7825 1.0393  0.08

The calculation puts the HOMO energy at -9.038 eV. The value obtained for the frontier orbital gap is 9.47 eV. As for the structure (SMILES): [H]/N=c1/cn[nH]n1OC. The LUMO energy is 0.43 eV.

---

Model b:
The following is a quantum chemistry calculation of a 2-piece molecular cluster, C3H6N4O overall, from OMol25.

Each line ends with the Löwdin charge.
Geometry (Å):
N -0.0210 -2.5530 1.3336  0.23
C 0.0783 -1.3853 1.1054  -0.25
N -0.0615 -0.2071 0.6979  0.04
C 0.4129 1.1044 0.8957  -0.26
O -0.6359 2.0991 0.5706  -0.15
H 0.3508 -3.3486 1.0569  0.02
H 1.1999 1.3787 0.2104  0.12
H 0.5551 1.2204 2.0030  0.14
H -1.5685 1.8656 1.0101  0.16
N 0.7754 -1.7328 -1.6641  0.12
C 0.3194 -0.6620 -1.6053  -0.43
N -0.2615 0.4872 -1.9024  0.13
H -0.9887 0.4980 -2.5177  0.07
H -0.1547 1.2353 -1.1942  0.07

The calculation puts the HOMO energy at -9.535 eV. The value obtained for the frontier orbital gap is 10.10 eV. As for the structure (SMILES): N=C=NCO.N#CN. The LUMO energy is 0.57 eV.

---

Energies relative to the most stable structure are model a 1.881; model b 0.000, reported in eV.

---

Model a:
The following is a quantum chemistry calculation of a single C3H6N4O molecule, from OMol25.

Each line ends with the Löwdin charge.
Geometry (Å):
H -0.0150 -0.9616 -2.4251  0.17
N -0.1041 -0.0799 -1.6091  0.00
C 0.9206 0.6179 -1.0882  -0.23
N 0.6324 1.0936 0.1613  -0.18
N 1.3203 2.3804 0.5331  0.04
C -0.4789 0.6155 0.8071  -0.16
N -1.0352 -0.5642 0.8144  0.09
C -0.9932 -1.6294 -0.0315  -0.32
O -0.4965 -2.7691 0.4596  -0.10
H 2.0845 0.5279 -1.4932  0.17
H 0.5674 3.1916 0.5496  0.11
H 1.4496 2.2986 1.7147  0.16
H -1.0000 1.2401 1.5821  0.14
H -1.5001 -1.5769 -1.0264  0.11

The calculation puts the HOMO energy at -9.177 eV. The value obtained for the frontier orbital gap is 9.27 eV. As for the structure (SMILES): [H]/N=C/N(N)/C=N\C=O. The LUMO energy is 0.09 eV.

---

Model b:
The following is a quantum chemistry calculation of C3H6N4O as an isolated structure, from OMol25.

Each line ends with the Löwdin charge.
Geometry (Å):
C 1.7594 -1.0810 -0.3747  -0.13
C -0.6095 1.7734 0.0265  -0.22
C -0.5987 -0.0752 0.7807  -0.49
H 2.3169 -2.2669 -0.1620  0.16
H 1.5785 -0.5609 0.7186  0.11
H 2.4034 -0.3573 -1.1882  0.13
H 0.1587 1.4427 -1.8889  0.13
H -0.9174 2.7433 -0.4302  0.14
H -0.0132 -1.8400 1.0848  0.05
N -0.3798 -0.2291 -0.6902  -0.06
N 0.2153 1.1536 -0.9245  0.07
N -1.1264 1.1991 1.0462  0.17
N -0.4766 -1.0564 1.5899  0.15
O 0.4424 -1.2917 -0.9849  -0.21

The calculation puts the HOMO energy at -9.423 eV. The value obtained for the frontier orbital gap is 10.06 eV. The LUMO energy is 0.64 eV.

---

Model c:
The following is a quantum chemistry calculation of a 2-piece molecular cluster, C3H6N4O overall, from OMol25.

Each line ends with the Löwdin charge.
Geometry (Å):
C 0.3068 0.1179 -1.8857  -0.12
N 1.0480 -0.5258 -1.0400  -0.12
C -0.0470 0.1185 1.3927  -0.23
C -1.4704 0.9395 -0.3380  -0.32
N 0.7022 -1.7836 -0.7196  -0.03
N 0.5087 0.6494 2.4621  0.08
N -0.9705 0.8780 0.8034  0.10
O -2.3550 1.2869 -1.0270  0.15
H -0.1744 -2.1546 -1.0866  0.09
H 0.8087 -1.9378 0.2774  0.06
H 1.2229 0.1350 2.9501  0.09
H 0.2313 1.5474 2.8507  0.10
H -0.4230 -0.3967 -2.5142  0.08
H 0.6117 1.1260 -2.1251  0.07

The calculation puts the HOMO energy (alpha / beta) at -7.964 / -7.964 eV. The value obtained for the frontier orbital gap (alpha / beta) is 7.88 / 7.88 eV. The LUMO energy (alpha / beta) is -0.09 / -0.09 eV.

---

Model d:
The following is a quantum chemistry calculation of a single C3H6N4O molecule, from OMol25.

Each line ends with the Löwdin charge.
Geometry (Å):
H -2.6816 1.1611 -0.0037  0.06
N -1.7850 1.6704 -0.2050  0.14
C -0.8893 0.8272 0.0566  -0.47
N 0.5003 1.1834 0.1332  0.13
C 1.1443 -0.0148 -0.1648  -0.31
N 2.5947 0.0631 -0.0697  0.08
C 0.2016 -1.0618 -0.1334  -0.04
N -0.9751 -0.5334 0.3570  -0.10
O -2.1862 -1.0273 -0.2459  -0.03
H 0.8050 2.0984 -0.1299  0.14
H 2.8654 -0.4304 0.7714  0.08
H 2.8880 -0.5244 -0.8133  0.06
H 0.2824 -2.1534 -0.0855  0.12
H -2.7645 -1.2578 0.5331  0.13

The calculation puts the HOMO energy at -7.851 eV. The value obtained for the frontier orbital gap is 8.56 eV. As for the structure (SMILES): [H]/N=c1/[nH]c(N)cn1O. The LUMO energy is 0.71 eV.

---

Energies relative to the most stable structure are model a 2.503; model b 2.762; model c 0.951; model d 0.000, reported in eV.